No. 1
C2H3BrN2 | the ωB97M-V functional and the def2-TZVPD basis

Last column: natural (NBO) charge in e.
Element x y z (Å)
C: -0.00201 1.64700 -0.69311  -0.097
C: -0.24025 -1.19003 1.04226  0.002
N: -0.45486 0.47684 -0.57922  -0.402
N: 0.42291 -0.40765 0.23112  -0.467
Br: 0.82348 -2.42638 2.09380  -0.014
H: -0.59790 2.38960 -1.30000  0.154
H: -1.36711 -0.04904 -0.86544  0.412
H: 1.41574 -0.44034 0.07060  0.413

Calculated values
Highest occupied orbital energy: -9.0 eV
Charge: 0
Frontier orbital gap: 9.6 eV



No. 2
C6H6 | the ωB97M-V functional and the def2-TZVPD basis

Last column: natural (NBO) charge in e.
Element x y z (Å)
C: -1.82554 0.75792 0.13358  -0.594
C: -1.01834 -0.54362 0.13976  -0.506
C: 0.42518 -0.39164 0.09626  0.275
C: 1.64887 -0.28845 -0.08753  -0.341
C: 2.94826 -0.30948 -0.59075  -0.541
C: 4.14539 -0.30140 -0.99166  0.037
H: -2.88370 0.53162 -0.02737  0.221
H: -1.72903 1.28961 1.08376  0.217
H: -1.48745 1.41772 -0.67002  0.222
H: -1.21432 -1.09903 -0.79289  0.271
H: -1.32865 -1.21430 0.94992  0.248
H: 2.31931 0.15106 0.75695  0.490

Calculated values
Highest occupied orbital energy (alpha / beta): -9.0 / -9.0 eV
Charge: 0
Frontier orbital gap (alpha / beta): 7.6 / 7.6 eV



No. 3
C4H14NO3 | the ωB97M-V functional and the def2-TZVPD basis

Last column: natural (NBO) charge in e.
Element x y z (Å)
C: -0.20854 0.65164 2.19116  -0.664
C: -0.45648 -0.45726 1.20372  0.116
C: -0.95929 -1.64596 1.46755  -0.344
C: 0.90885 -0.79130 -0.75248  0.180
N: 0.07567 -0.09352 -0.09297  -0.471
H: -0.89096 0.55959 3.04968  0.251
H: 0.81456 0.68969 2.56170  0.233
H: -0.52177 1.63461 1.82321  0.238
H: -0.95110 -2.55248 0.87834  0.229
H: -1.43196 -1.86931 2.41970  0.237
H: 1.14701 -0.66185 -1.79701  0.234
H: 1.50615 -1.58864 -0.31871  0.225
H: -0.53370 0.58033 -0.58038  0.467
H: 2.75131 0.69074 0.93910  0.478
H: 3.89724 0.63592 -0.09234  0.498
O: 2.92719 0.65348 -0.01113  -0.952
H: -0.26529 -0.63320 -3.65708  0.475
H: -1.34938 -1.02222 -2.62373  0.467
O: -0.69046 -1.37334 -3.19836  -0.930
H: -2.47389 2.13752 -0.58752  0.499
H: -1.69376 2.44188 -1.83922  0.500
O: -1.60137 2.01369 -0.98320  -0.965

Calculated values
Highest occupied orbital energy: -14.3 eV
Charge: +1
Frontier orbital gap: 10.4 eV



No. 4
C26H25N2S | the ωB97M-V functional and the def2-TZVPD basis

Last column: natural (NBO) charge in e.
Element x y z (Å)
C: -0.30354 -2.67628 -0.45192  -0.243
C: 0.30385 -4.06975 -0.38971  -0.225
N: 1.70006 -3.77509 -0.53661  -0.428
C: 2.77847 -4.71112 -0.39604  -0.207
C: 4.04291 -3.88936 -0.64483  -0.518
S: 3.62535 -2.10944 -0.54845  0.274
C: 1.90884 -2.43092 -0.51655  0.291
N: 0.81553 -1.70506 -0.45744  -0.581
H: -0.91243 -2.58224 -1.36498  0.199
H: -0.95226 -2.49981 0.41641  0.197
H: 0.12486 -4.58131 0.56759  0.189
H: -0.01113 -4.73695 -1.20184  0.203
H: 2.77762 -5.15562 0.61302  0.193
H: 2.62978 -5.51622 -1.12569  0.213
H: 4.83265 -4.10890 0.07357  0.241
H: 4.42161 -4.07403 -1.65116  0.230
C: -5.74874 2.06068 -0.04775  -0.155
C: -4.83968 2.89132 -0.71994  -0.207
C: -3.46614 2.72374 -0.53435  -0.192
C: -2.97181 1.79002 0.40174  -0.056
C: -1.52471 1.57864 0.59983  0.231
C: -0.65570 1.49802 -0.49901  -0.336
C: 0.71370 1.31438 -0.43537  0.101
C: 1.60214 1.31745 -1.56026  -0.062
C: 3.00810 1.23907 -1.37571  -0.147
C: 3.87876 1.19154 -2.46060  -0.218
C: 3.37558 1.27414 -3.76858  -0.132
C: 1.99802 1.41716 -3.97530  -0.207
C: 1.12373 1.46182 -2.88725  -0.149
C: -1.01936 1.47236 1.97478  -0.069
C: -0.05668 0.50914 2.32656  -0.210
C: 0.37303 0.38158 3.64644  -0.203
C: -0.05922 1.30004 4.61339  -0.159
C: -0.95882 2.31586 4.26314  -0.214
C: -1.47021 2.37661 2.97080  -0.170
C: -3.91046 1.02716 1.13895  -0.171
C: -5.27449 1.11115 0.86809  -0.213
H: -6.81889 2.14477 -0.24141  0.233
H: -5.21399 3.65434 -1.40558  0.234
H: -2.76561 3.34954 -1.08765  0.224
H: -1.12585 1.60394 -1.47319  0.225
H: 1.21003 1.26579 0.53062  0.226
H: 3.41058 1.24067 -0.36162  0.225
H: 4.95668 1.11192 -2.29915  0.235
H: 4.05572 1.23469 -4.62309  0.233
H: 1.60159 1.51830 -4.98859  0.232
H: 0.06523 1.63929 -3.05239  0.214
H: 0.33576 -0.15896 1.55889  0.244
H: 1.05255 -0.42620 3.91605  0.230
H: 0.31190 1.22837 5.63753  0.232
H: -1.26201 3.05841 5.00540  0.235
H: -2.19070 3.15080 2.70321  0.229
H: -3.55004 0.32328 1.89043  0.228
H: -5.97219 0.43126 1.36558  0.234

Calculated values
Highest occupied orbital energy: -10.7 eV
Charge: +1
Frontier orbital gap: 5.7 eV



No. 5
C9H11FN2 | the ωB97M-V functional and the def2-TZVPD basis

Last column: natural (NBO) charge in e.
Element x y z (Å)
C: -3.45540 -0.14961 -0.31757  -0.223
C: -2.52544 0.69332 -0.93475  -0.204
C: -2.93764 -1.14313 0.54912  -0.208
C: -1.33717 0.92630 -0.28807  -0.197
C: -1.56524 -1.15801 0.83546  -0.188
C: -0.76070 -0.03276 0.61905  -0.115
C: 2.86541 0.26848 -0.68673  -0.374
C: 0.60850 0.05140 1.04010  -0.030
C: 1.93461 -0.93338 -0.68120  0.208
N: 2.70259 1.19616 0.48764  -0.436
N: 1.41925 1.27490 0.94303  -0.428
F: 2.51685 -2.01893 -0.17803  -0.343
H: -4.37107 0.00117 -0.77846  0.217
H: -2.87544 1.28492 -1.78596  0.214
H: -3.39260 -2.03332 0.98993  0.223
H: -0.64556 1.80953 -0.70908  0.193
H: -1.23566 -2.04399 1.30880  0.207
H: 3.98182 0.04028 -0.81427  0.224
H: 2.78619 1.01147 -1.43846  0.211
H: 0.80410 -0.77638 1.66170  0.204
H: 1.31284 -1.04884 -1.42473  0.144
H: 3.29594 0.80516 1.21362  0.343
H: 0.87383 1.97525 0.38889  0.360

Calculated values
Highest occupied orbital energy (alpha / beta): -7.4 / -7.2 eV
Charge: 0
Frontier orbital gap (alpha / beta): 7.4 / 7.3 eV



No. 6
CHCl2F2P | the ωB97M-V functional and the def2-TZVPD basis

Last column: natural (NBO) charge in e.
Element x y z (Å)
C: 0.18756 -0.43566 -0.49272  -0.652
F: 0.95061 1.98476 0.74618  -0.683
F: -0.87489 0.03328 1.78078  -0.562
P: -0.86890 0.76638 0.38650  1.522
Cl: 1.05882 -0.00177 -1.93520  0.081
Cl: -1.24141 -1.43811 -0.80781  0.025
H: 0.78821 -0.90889 0.32228  0.270

Calculated values
Highest occupied orbital energy: -11.2 eV
Charge: 0
Frontier orbital gap: 10.5 eV